Formula: C51H115N2OP2
Source: the Open Molecules 2025 dataset
Level of theory: wB97M-V/def2-TZVPD

Structure (XYZ):
```
171
Properties=species:S:1:pos:R:3:forces:R:3
C 1.43430 0.73765 -1.29900 -0.743 -0.887 2.296
O 0.99708 -0.14621 -0.24984 0.151 0.820 -1.134
H 2.23258 0.27557 -1.87980 0.045 0.180 -0.624
H 0.64047 1.18956 -1.89375 -0.766 -0.755 -1.055
H 1.77579 1.71218 -0.95003 1.055 0.263 0.739
C 5.56678 0.95608 -0.04649 -0.920 1.182 0.356
C 5.50957 1.07112 1.46838 -0.777 -0.217 -0.117
C 4.28454 1.85249 2.05477 1.069 0.643 1.307
C 3.87459 1.35257 3.51172 -0.150 -0.381 -2.072
N 2.47040 1.84441 3.92407 -0.500 -2.326 0.563
C 2.21526 3.26215 3.61204 0.826 1.566 0.096
C 1.18946 3.83687 4.52575 -0.666 -1.600 1.622
C 1.42533 2.98317 5.86795 -1.072 -0.558 -1.392
C 2.28004 1.70201 5.46678 0.608 2.569 -0.736
C 1.44062 0.93852 3.20840 1.317 0.667 0.693
H 5.55192 1.97019 -0.44579 0.175 -0.039 -0.424
H 4.61757 0.49957 -0.32702 0.273 -0.386 -0.640
H 6.47934 0.44967 -0.36097 -0.330 -0.145 -0.133
H 6.41872 1.59829 1.75757 0.029 -0.558 0.639
H 5.43871 0.02320 1.75979 0.492 0.045 0.852
H 3.43558 2.03296 1.39539 -0.136 -0.834 -0.160
H 4.68029 2.85897 2.19072 -0.132 0.264 0.083
H 4.65239 1.49308 4.26231 -0.276 0.990 0.069
H 3.84240 0.26362 3.47639 -0.527 -0.079 -0.034
H 1.87787 3.42992 2.58924 0.875 -0.280 -0.191
H 3.11490 3.78656 3.93413 0.446 -0.002 -0.938
H 0.20549 3.63616 4.10192 -0.279 -0.130 0.323
H 1.21825 4.91412 4.68940 0.518 -0.144 -0.115
H 0.42465 2.62539 6.11026 0.146 0.078 0.613
H 1.81130 3.59088 6.68637 0.206 -0.346 -0.139
H 1.84095 0.74726 5.75616 0.196 0.129 -0.273
H 3.32344 1.82230 5.75819 -0.355 -0.324 0.872
H 0.50065 1.06613 3.74532 -0.239 0.376 -0.710
H 1.73293 -0.10133 3.35461 0.137 0.144 -0.079
H 1.57034 1.22436 2.16458 -0.994 -0.441 -0.145
C -1.28648 0.13449 -5.99085 1.619 -2.018 -0.529
C -2.11308 0.69437 -4.90425 -0.763 -0.615 0.726
C -2.88536 -0.34501 -4.02470 1.071 -0.720 -0.667
C -1.96649 -1.23528 -3.10802 -0.333 1.224 0.273
N -2.66673 -1.48333 -1.80235 -1.111 -0.173 2.560
C -1.86302 -2.47348 -0.87117 0.084 1.576 0.159
C -2.45417 -3.78894 -1.15017 1.347 -0.982 -0.761
C -3.89598 -3.55214 -1.25142 -2.343 -0.299 -0.561
C -4.12432 -2.14877 -1.83095 1.426 0.197 -0.188
C -2.80219 -0.17543 -1.05602 -0.115 0.543 0.745
H -1.87163 -0.35127 -6.77171 -0.055 0.590 -0.346
H -0.65818 -0.69677 -5.67096 0.180 -0.253 0.489
H -0.52359 0.82835 -6.34392 -0.546 0.270 -0.474
H -2.83214 1.25986 -5.49693 -0.273 0.761 0.952
H -1.44001 1.25552 -4.25602 -0.456 0.620 0.085
H -3.41210 -1.03814 -4.68061 -0.196 0.101 -0.165
H -3.64538 0.15426 -3.42371 0.152 0.057 0.001
H -1.09194 -0.69110 -2.75145 0.229 0.262 -0.320
H -1.56314 -2.16356 -3.51260 -0.599 -0.096 -0.212
H -2.07362 -2.25723 0.17620 -0.164 0.686 -0.074
H -0.79233 -2.31237 -0.99675 -0.186 0.146 -0.376
H -2.25706 -4.52983 -0.37535 0.335 0.000 -0.151
H -2.05948 -4.11845 -2.11128 -0.004 -0.540 -0.033
H -4.40839 -3.61784 -0.29161 0.215 0.139 0.182
H -4.35617 -4.35156 -1.83215 -0.154 0.223 -0.247
H -4.78164 -1.61132 -1.14746 0.277 0.373 -0.292
H -4.46952 -2.02047 -2.85686 -0.070 -0.437 0.165
H -1.88468 0.41158 -1.01495 0.447 -0.523 -0.219
H -3.09856 -0.36683 -0.02469 0.174 -0.450 -0.002
H -3.57773 0.51487 -1.38788 -0.062 -0.580 -0.758
C 7.25076 -4.78280 0.28291 -1.347 1.698 -0.239
C 5.90166 -4.04480 0.79653 0.652 -1.209 -1.834
C 5.16011 -3.37118 -0.41412 0.885 0.064 0.483
C 3.84546 -2.74612 -0.00230 -1.998 0.000 0.028
P 2.26194 -3.62132 -0.48059 -0.643 -0.725 -0.972
C 0.78397 -3.51774 0.67130 0.677 -0.476 -1.146
C 0.81076 -4.30193 1.94473 -0.864 0.562 2.358
C -0.56588 -4.16706 2.75052 1.162 0.799 -0.116
C -0.77660 -2.79932 3.42470 -0.191 -0.251 -0.940
C 1.67161 -2.97204 -2.15528 -0.141 0.702 0.589
C 2.65765 -2.98985 -3.31429 -0.430 -0.932 -0.829
C 2.26130 -2.21808 -4.60861 1.596 1.697 1.348
C 3.29354 -2.40611 -5.74997 -1.544 -0.710 0.456
C 2.58900 -5.38431 -0.83068 0.738 1.291 -0.666
C 1.53446 -6.07646 -1.69373 -0.735 -0.726 0.454
C 1.67417 -7.61694 -1.44983 0.542 0.495 0.271
C 0.95825 -8.56772 -2.39148 -0.357 -0.092 -0.219
H 6.95327 -5.41915 -0.55054 -0.191 -0.616 0.431
H 7.82716 -5.30771 1.04471 -0.285 0.063 -0.092
H 7.88467 -4.08688 -0.26658 0.279 0.361 0.510
H 5.95377 -3.25340 1.54424 0.699 -0.205 0.173
H 5.32157 -4.86521 1.21902 -0.422 0.136 0.099
H 5.08136 -3.96274 -1.32623 -0.016 -0.401 0.234
H 5.78714 -2.53695 -0.72875 0.171 0.103 0.002
H 3.60026 -1.79259 -0.47003 0.383 0.336 -0.088
H 3.81073 -2.54435 1.06830 -0.053 -0.109 0.124
H -0.06358 -3.96201 0.14941 0.115 0.491 -0.767
H 0.69196 -2.44106 0.81410 -0.436 0.174 0.078
H 1.59248 -3.82594 2.53670 0.183 -0.554 0.571
H 0.91751 -5.38668 1.93954 0.680 0.118 -0.834
H -0.58401 -4.90647 3.55117 0.013 -0.256 -0.283
H -1.37887 -4.36676 2.05247 -0.160 -0.174 0.028
H -0.80633 -2.01715 2.66613 0.253 0.266 -0.101
H 0.03076 -2.58993 4.12643 -0.186 0.038 0.150
H -1.76176 -2.75784 3.88928 0.173 -0.090 0.405
H 1.36955 -1.93182 -2.03357 -0.087 0.226 0.673
H 0.75658 -3.51027 -2.40254 -0.036 -0.293 0.084
H 2.76718 -4.02373 -3.64171 0.711 -0.227 0.273
H 3.58661 -2.53876 -2.96550 0.301 -0.365 -0.202
H 2.44491 -1.19545 -4.27908 -0.568 0.550 -0.115
H 1.22096 -2.23864 -4.93319 0.032 -0.623 0.021
H 3.19834 -3.46074 -6.00840 0.488 0.013 -0.575
H 4.32284 -2.16414 -5.48523 -0.182 -0.003 0.170
H 2.95488 -1.77651 -6.57277 0.304 -0.188 -0.171
H 3.03773 -5.88411 0.02777 -0.707 -0.290 0.247
H 3.45285 -5.29136 -1.48888 0.311 -0.035 -0.121
H 1.55914 -5.66081 -2.70107 0.826 -0.709 -0.401
H 0.50929 -5.77310 -1.48137 -0.292 -0.104 0.850
H 1.38545 -7.71674 -0.40351 -0.512 -0.316 0.048
H 2.73793 -7.83955 -1.36645 0.211 -0.094 -0.515
H -0.11334 -8.36895 -2.37465 -0.055 0.346 -0.489
H 0.97532 -9.64012 -2.19709 0.549 0.085 0.803
H 1.39069 -8.52794 -3.39124 -0.337 0.461 -0.167
C -6.23981 4.79310 4.11774 -0.287 -1.372 -0.029
C -6.11533 4.19868 2.70292 -0.873 0.782 -0.179
C -5.53727 5.29877 1.72376 0.936 -2.058 -0.459
C -3.99877 5.45375 1.79542 0.859 -0.186 1.187
P -2.88966 4.36663 0.84169 0.037 -0.560 -2.025
C -3.24410 4.50811 -1.01840 -0.127 1.212 1.583
C -2.99815 3.35493 -1.97956 -0.898 1.258 -0.752
C -3.40023 3.83945 -3.45042 0.399 -1.019 0.869
C -2.36232 4.56706 -4.26336 0.927 0.466 -0.161
C -1.10334 4.76810 1.15150 -0.709 0.916 0.078
C -0.05951 3.91341 0.43911 -0.312 -1.270 -1.264
C 1.14465 4.67818 -0.15988 -0.524 0.958 0.942
C 0.68850 5.67273 -1.26718 0.471 -0.602 0.675
C -3.14897 2.65562 1.36762 -0.738 0.346 0.653
C -2.67224 2.44005 2.82360 0.308 -1.039 -0.820
C -2.69446 0.94456 3.18073 0.134 -0.179 0.430
C -4.09141 0.33213 3.29264 -0.369 -0.819 1.061
H -6.81541 5.70514 3.95968 0.640 0.390 0.628
H -5.32849 4.79905 4.71570 0.291 0.964 -0.375
H -6.85953 4.18101 4.77302 -0.345 -0.254 -0.306
H -7.13329 3.89979 2.45286 -0.514 1.044 -0.557
H -5.79019 3.16636 2.57372 1.497 0.183 0.366
H -5.97635 6.28188 1.89343 -0.185 -0.283 -0.125
H -5.61985 4.96644 0.68894 -1.172 0.291 -0.173
H -3.65971 5.18295 2.79532 0.041 0.231 0.494
H -3.65412 6.47996 1.66813 -0.032 0.065 -0.264
H -2.68000 5.42173 -1.20596 0.888 -0.161 -0.584
H -4.21312 4.98306 -1.17177 -0.620 -0.606 0.413
H -3.69892 2.54087 -1.79427 0.157 -0.047 0.460
H -1.97142 3.04550 -1.78415 0.032 -0.413 -0.889
H -4.35615 4.36274 -3.42888 0.013 0.128 0.332
H -3.60714 2.94677 -4.04068 -0.142 -0.253 0.361
H -1.36012 4.45486 -3.84972 0.160 -0.549 -0.063
H -2.40620 5.65216 -4.35684 -0.712 -0.007 -0.020
H -2.39905 4.10990 -5.25218 0.401 0.462 -0.135
H -1.01837 4.83184 2.23630 0.248 -0.217 0.133
H -0.95874 5.79880 0.82767 -0.275 0.199 -0.030
H -0.54577 3.44537 -0.41680 -0.171 -0.079 -0.250
H 0.18136 3.01803 1.01214 0.405 0.119 0.357
H 2.01032 4.08245 -0.44941 -0.525 -0.538 -0.378
H 1.55497 5.21102 0.69792 0.128 0.673 -0.007
H -0.21662 6.19371 -0.95499 0.077 0.176 -0.062
H 0.45543 5.15775 -2.19916 0.111 -0.082 -0.006
H 1.47005 6.41097 -1.44677 -0.136 -0.019 -0.118
H -2.79398 1.88992 0.67784 0.649 0.344 -0.038
H -4.23043 2.53199 1.31073 -0.233 0.005 0.106
H -3.28852 2.97479 3.54634 -0.149 0.077 -0.108
H -1.65859 2.83088 2.91232 0.121 -0.087 0.090
H -2.10453 0.80979 4.08735 -0.550 0.219 0.716
H -2.09772 0.25100 2.58829 0.111 0.667 -1.164
H -4.06696 -0.71973 3.00793 -0.033 0.010 -0.402
H -4.94858 0.79771 2.80622 0.420 0.296 -0.505
H -4.43840 0.24400 4.32217 0.182 0.356 0.261
```
Positions in Å, forces in eV/Å.

The total energy comes out at -78330.1745 eV. As for the lowest unoccupied orbital energy: -5.485 eV. As for the spin multiplicity: 1. The frontier orbital gap is 7.5 eV. The value obtained for the maximum force is 2.8 eV/A. For the molecular weight, the calculation gives 834.4 g mol⁻¹. The HOMO energy comes out at -0.4781 Eh. For the energy above the lowest of the compared OMol25 structures with the same formula, charge and spin, the calculation gives 87.2 kcal/mol. Its charge is +3.